1.
The following is a DFT calculation (ωB97M-V/def2-TZVPD) of the molecule C6H12O.

The geometry in XYZ format:
```
19
Properties=species:S:1:pos:R:3:forces:R:3:lowdin_charge:R:1
C 1.870 1.760 1.062 0.0 0.1 0.0 -0.12
C 1.077 0.460 0.965 0.0 0.0 0.0 -0.27
C -0.237 0.628 0.198 0.0 0.0 0.0 -0.20
C -1.023 -0.653 0.137 0.1 -0.1 0.2 -0.26
C -2.117 -0.883 -0.875 -0.1 -0.1 -0.1 -0.06
C -0.818 -1.615 -0.994 -0.3 -0.2 -0.2 -0.34
O -0.058 -1.248 -2.113 0.3 0.0 0.1 -0.02
H 2.114 2.147 0.066 0.0 -0.1 0.1 0.07
H 1.295 2.535 1.584 0.1 -0.1 -0.1 0.07
H 2.810 1.621 1.607 -0.1 0.0 -0.1 0.07
H 0.863 0.082 1.976 0.0 0.1 -0.2 0.11
H 1.687 -0.314 0.476 -0.1 0.1 0.1 0.11
H -0.025 0.956 -0.828 0.0 0.1 0.2 0.12
H -0.848 1.404 0.677 0.1 0.0 -0.1 0.12
H -1.186 -1.135 1.098 0.1 0.1 0.0 0.14
H -2.271 -0.093 -1.609 0.0 -0.2 0.1 0.12
H -3.007 -1.436 -0.587 0.2 0.2 0.0 0.10
H -0.777 -2.675 -0.751 -0.1 0.1 -0.1 0.14
H 0.862 -1.477 -1.939 0.0 0.1 0.0 0.10
```
Positions in Å, forces in eV/Å.

As for the spin multiplicity: 1. The gap between HOMO and LUMO comes out at 10.51 eV. The energy above the lowest of the compared OMol25 structures with the same formula, charge and spin is 27.0 kcal per mole. The HOMO energy comes out at -9.574 eV. Its SMILES is CCC[C@H]1C[C@H]1O. For the LUMO energy, the calculation gives 0.0343 Ha.

2.
The following is a DFT calculation (ωB97M-V/def2-TZVPD) of a 2-piece molecular cluster, H5NOSi overall at a distorted geometry.

The geometry in XYZ format:
```
8
Properties=species:S:1:pos:R:3:forces:R:3:lowdin_charge:R:1
N 0.555 0.342 1.545 1.4 1.2 -0.4 -0.10
O -0.747 -0.005 1.145 -1.5 -0.2 -0.6 -0.21
Si 0.487 -0.172 -1.917 -1.0 -0.3 -0.6 0.55
H 0.508 0.651 2.560 -0.3 -0.4 -1.9 0.10
H 0.815 1.159 0.905 -0.3 -1.2 1.7 0.06
H -0.899 0.381 -2.453 0.8 -0.3 0.3 -0.23
H -0.751 -0.708 0.450 0.7 0.5 1.2 0.05
H 0.032 -1.648 -2.235 0.2 0.7 0.3 -0.23
```
Positions in Å, forces in eV/Å.

As for the spin multiplicity: 1. The gap between HOMO and LUMO comes out at 7.82 eV. The energy above the lowest of the compared OMol25 structures with the same formula, charge and spin is 146.0 kcal per mole. The HOMO energy comes out at -9.109 eV. For the LUMO energy, the calculation gives -0.0475 Ha.

3.
The following is a DFT calculation (ωB97M-V/def2-TZVPD) of a 4-piece molecular cluster, C2H14NO3 overall at a distorted geometry.

The geometry in XYZ format:
```
20
Properties=species:S:1:pos:R:3:forces:R:3:lowdin_charge:R:1
C -2.362 -0.613 -0.385 -3.0 -0.5 3.8 -0.07
C -1.527 -0.994 0.868 0.1 1.9 -0.7 -0.17
N -0.054 -1.235 0.540 0.0 1.5 3.9 0.14
H -3.501 -0.389 0.032 2.9 -0.9 -1.2 0.16
H -2.365 -1.370 -1.101 -0.2 -1.2 -1.3 0.05
H -2.086 0.300 -0.797 0.9 1.6 -0.7 0.04
H -1.809 -1.879 1.397 -0.7 -0.3 0.2 0.11
H -1.614 -0.096 1.517 0.5 -0.8 0.0 0.13
H 0.111 -2.205 0.501 0.2 -1.5 -0.4 0.13
H 0.184 -0.837 -0.340 0.7 0.4 -0.8 0.07
H 0.614 -0.836 1.382 -1.8 -0.5 -3.2 0.19
H 0.588 -1.203 -3.293 0.0 -0.4 0.3 0.06
H 0.196 -0.080 -2.351 0.1 -2.5 -0.1 0.10
O 0.288 -1.104 -2.375 -0.1 3.1 -0.2 -0.09
H 2.383 3.600 1.021 -0.2 -0.8 -2.7 0.12
H 2.420 3.802 -0.568 0.3 1.0 -0.7 0.03
O 2.296 3.154 0.100 -0.1 -0.4 3.5 -0.07
H 2.391 0.192 1.902 -0.5 0.8 -1.0 0.09
H 2.122 1.297 0.718 -0.8 -1.6 1.2 0.08
O 1.725 0.495 1.232 1.9 1.3 0.1 -0.11
```
Positions in Å, forces in eV/Å.

As for the spin multiplicity: 1. The gap between HOMO and LUMO comes out at 12.26 eV. The energy above the lowest of the compared OMol25 structures with the same formula, charge and spin is 35.5 kcal per mole. The HOMO energy comes out at -15.272 eV. For the LUMO energy, the calculation gives -0.1107 Ha. As for the net charge: +1.

4.
The following is a DFT calculation (ωB97M-V/def2-TZVPD) of an isolated ion of composition C7H17N4O and charge +1 at a distorted geometry.

The geometry in XYZ format:
```
29
Properties=species:S:1:pos:R:3:forces:R:3:lowdin_charge:R:1
C -1.085 -1.475 -0.470 0.9 -3.7 0.1 -0.04
C -0.176 -1.626 0.782 -1.1 4.2 0.4 -0.34
C -0.959 -1.560 2.061 -0.2 0.7 2.5 -0.08
N 0.923 -0.574 1.011 -1.2 -2.8 -1.2 -0.17
C 0.569 0.771 1.084 2.0 1.4 -1.2 -0.11
C 1.048 1.444 -0.342 -0.3 -1.0 0.5 -0.06
C -0.204 1.863 -1.047 2.2 0.7 1.1 -0.40
N -0.777 2.927 -0.538 -1.2 1.7 -0.6 0.20
N -0.631 1.267 -2.102 -3.2 -2.0 -1.5 0.22
C 1.938 0.296 -0.965 1.9 1.1 3.6 -0.37
O 1.513 -0.148 -2.143 0.4 -1.9 -3.7 -0.01
N 1.995 -0.726 0.111 1.0 0.6 0.8 0.05
H -0.612 -1.925 -1.426 -0.4 1.6 1.3 0.11
H -1.895 -2.248 -0.312 0.4 1.1 0.0 0.10
H -1.488 -0.492 -0.464 -0.5 0.7 -0.6 0.04
H 0.394 -2.447 0.826 1.8 -3.5 -0.5 0.09
H -0.248 -1.505 2.951 -0.8 0.3 -1.2 0.11
H -1.596 -2.368 2.366 -0.2 -1.1 -0.7 0.07
H -1.688 -0.730 2.145 0.7 0.1 -0.3 0.09
H 1.141 1.208 1.921 -0.6 0.5 -0.4 0.14
H -0.462 0.910 1.106 -1.8 0.3 0.9 0.09
H 1.594 2.367 -0.132 0.2 -0.3 -0.1 0.15
H -1.495 3.359 -1.157 0.7 -0.1 1.3 0.16
H -0.273 3.515 0.152 -0.8 -0.7 -0.8 0.16
H -0.174 0.348 -2.283 -0.3 0.9 -0.3 0.11
H -1.673 1.309 -2.381 2.4 0.3 0.5 0.20
H 2.997 0.603 -0.968 -0.3 0.4 -0.6 0.16
H 2.224 -0.610 -2.708 -1.5 1.0 1.6 0.19
H 2.802 -0.451 0.708 -0.3 -0.6 -0.9 0.14
```
Positions in Å, forces in eV/Å.

As for the spin multiplicity: 1. The gap between HOMO and LUMO comes out at 8.97 eV. The energy above the lowest of the compared OMol25 structures with the same formula, charge and spin is 55.7 kcal per mole. The HOMO energy comes out at -12.104 eV. Its SMILES is CC(C)N1C[C@H](C(N)=[NH2+])[C@H](O)N1. For the LUMO energy, the calculation gives -0.1152 Ha. As for the net charge: +1.

5.
The following is a DFT calculation (ωB97M-V/def2-TZVPD) of a 2-piece molecular cluster, C3H11N2S overall.

The geometry in XYZ format:
```
17
Properties=species:S:1:pos:R:3:forces:R:3:lowdin_charge:R:1
C 0.883 1.199 -2.539 0.2 0.3 0.1 -0.43
S 0.675 -0.551 -2.084 0.0 0.0 -0.3 0.68
H 0.388 1.829 -1.802 0.0 0.0 -0.1 0.02
H 1.941 1.442 -2.525 0.0 0.0 0.0 0.04
H 0.488 1.426 -3.525 -0.1 -0.2 0.0 0.04
H 1.967 -0.894 -2.168 0.0 0.0 0.0 -0.12
C -1.492 0.989 1.532 -0.2 0.0 -0.1 -0.02
N -0.587 -0.001 0.953 -0.1 0.0 -0.2 0.01
C -0.324 -1.131 1.539 0.4 0.3 0.4 -0.15
N 0.527 -2.043 1.125 -0.4 0.1 -0.1 0.19
H -2.446 0.988 1.005 0.1 0.0 0.0 0.10
H -1.039 1.974 1.452 0.0 0.0 0.1 0.10
H -1.667 0.744 2.576 0.0 0.1 0.0 0.10
H -0.161 0.196 0.042 0.0 -0.3 0.3 0.06
H -0.783 -1.307 2.506 0.0 0.0 0.0 0.17
H 0.931 -2.025 0.205 0.1 0.2 -0.1 0.08
H 0.699 -2.836 1.708 0.0 -0.4 0.1 0.13
```
Positions in Å, forces in eV/Å.

As for the spin multiplicity: 1. The gap between HOMO and LUMO comes out at 10.07 eV. The energy above the lowest of the compared OMol25 structures with the same formula, charge and spin is 5.9 kcal per mole. The HOMO energy comes out at -13.221 eV. For the LUMO energy, the calculation gives -0.1158 Ha. As for the net charge: +1.

6.
The following is a DFT calculation (ωB97M-V/def2-TZVPD) of an isolated ion of composition C5H10NO and charge -1 at a distorted geometry.

The geometry in XYZ format:
```
17
Properties=species:S:1:pos:R:3:forces:R:3:lowdin_charge:R:1
N -1.957 2.355 0.786 0.2 -0.4 1.3 -0.04
C -1.806 0.901 0.634 0.7 2.1 -2.5 -0.21
C -0.594 0.330 0.563 -1.2 -0.2 0.7 -0.14
C -0.296 -1.116 0.388 1.8 0.0 -0.6 -0.22
C 0.756 -1.357 -0.748 -0.5 -2.5 0.4 -0.24
C 1.978 -0.466 -0.763 1.3 0.9 0.2 -0.60
O 3.131 -0.937 -1.292 -0.8 -0.1 -0.6 -0.38
H -1.230 2.751 1.377 -0.1 -0.2 -0.2 0.05
H -1.949 2.852 -0.089 0.0 -0.1 -0.3 0.05
H -2.618 0.621 -0.032 -0.4 -1.2 0.9 0.09
H 0.253 0.986 0.747 0.1 -0.2 0.3 0.10
H 0.234 -1.424 1.300 -0.3 -0.1 0.1 0.10
H -1.117 -1.802 0.190 -0.5 0.4 0.3 0.09
H 0.187 -1.595 -1.660 0.3 1.0 -0.4 0.09
H 1.199 -2.365 -0.567 -0.2 0.4 0.2 0.10
H 2.189 -0.273 0.326 -0.5 0.3 0.3 0.08
H 1.639 0.538 -1.161 0.1 0.0 0.0 0.08
```
Positions in Å, forces in eV/Å.

As for the spin multiplicity: 1. The gap between HOMO and LUMO comes out at 6.02 eV. The energy above the lowest of the compared OMol25 structures with the same formula, charge and spin is 32.9 kcal per mole. The HOMO energy comes out at -2.180 eV. Its SMILES is N/C=C/CCC[O-]. For the LUMO energy, the calculation gives 0.1409 Ha. As for the net charge: -1.